Entry 1:
Molecular formula: C9H14O
Method: DFT, ωB97M-V/def2-TZVPD

structure (SMILES): Cc1ccc(O)cc1.CC
relative energy (zero: lowest compared OMol25 entry of this formula, charge and spin): 57.6 kJ/mol
E: -426.550832 Ha

Structure (ORCA input):
```
! RIJCOSX wB97M-V def2-TZVPD def2/J DEFGRID3
* xyz 0 1
C -0.26453 -2.53949 1.92253
C 0.07163 -1.17272 1.44533
C 0.67091 -1.00581 0.20330
C 1.00744 0.23188 -0.34820
C 0.77256 1.34966 0.43836
O 1.20231 2.56002 -0.00416
C 0.37835 1.17043 1.75879
C -0.07408 -0.04015 2.24659
H -0.46486 -2.48987 3.00159
H 0.34920 -3.37452 1.60673
H -1.28794 -2.82385 1.62844
H 0.89682 -1.90289 -0.36537
H 1.35044 0.26547 -1.37004
H 0.80511 3.34377 0.37457
H 0.32331 2.07552 2.35784
H -0.31433 -0.09430 3.30163
C -1.04439 0.17838 -3.68739
C -1.85953 -0.55642 -2.63323
H -0.81961 -0.42143 -4.57069
H -1.54264 1.05184 -4.10204
H -0.11857 0.48538 -3.20239
H -2.52439 -1.34393 -2.99561
H -1.26662 -0.99242 -1.82772
H -2.50729 0.13467 -2.08788
*
```

---

Entry 2:
Molecular formula: C37H50N2O5
Method: DFT, ωB97M-V/def2-TZVPD

relative energy (zero: lowest compared OMol25 entry of this formula, charge and spin): 0.0 kJ/mol
E: -1925.585182 Ha

Structure (ORCA input):
```
! RIJCOSX wB97M-V def2-TZVPD def2/J DEFGRID3
* xyz 0 1
C 1.36774 -2.50438 3.39814
C -0.04598 -2.50362 2.92268
O -0.24259 -1.18787 2.34161
C -1.53648 -0.89438 2.20747
C -1.87634 0.37203 1.43416
C -3.38268 0.70187 1.90992
C -4.41120 -0.33571 1.46909
C -5.80759 0.02680 1.95805
C -5.84300 0.07607 3.47709
C -4.88923 1.13665 3.99943
C -3.49972 0.82728 3.44830
C -1.11669 1.60439 1.95606
O -1.52147 2.75551 1.75081
O 0.00312 1.36899 2.64645
C 0.74327 2.55443 3.03175
C 1.84231 2.06966 3.94278
O -2.36636 -1.67152 2.69338
H 1.59461 -3.44467 3.89402
H 2.08265 -2.37241 2.58654
H 1.54038 -1.70724 4.12525
H -0.27448 -3.22588 2.12269
H -0.73340 -2.67811 3.76271
H -3.62675 1.66506 1.44099
H -4.38148 -0.51024 0.38960
H -4.12623 -1.28851 1.92205
H -6.04292 1.01645 1.54874
H -6.53261 -0.69929 1.58221
H -6.86201 0.18986 3.85205
H -5.50084 -0.88747 3.86992
H -5.21905 2.14679 3.72296
H -4.85607 1.08469 5.09222
H -3.23282 -0.15984 3.84759
H -2.74416 1.51351 3.83575
H 1.11436 2.98994 2.08262
H 0.06616 3.28014 3.52331
H 2.34459 2.90847 4.42227
H 1.49205 1.41507 4.75004
H 2.61163 1.52383 3.38813
C 4.51988 -0.45931 -3.63562
N 3.39729 -1.10483 -2.99454
C 3.58810 -2.36461 -2.49182
O 4.58983 -3.05437 -2.67046
C 2.38373 -2.69140 -1.62293
C 2.83914 -2.85208 -0.17190
C 3.57357 -1.62539 0.30316
C 4.95983 -1.51180 0.14554
C 5.58095 -0.27863 0.35743
C 4.81329 0.84621 0.67148
C 3.44779 0.70351 0.93433
C 2.86725 -0.56767 0.87991
N 1.50229 -1.53127 -1.82754
C 0.40771 -1.28180 -0.99674
C -0.12669 -0.10201 -0.55012
C -1.63649 0.12453 -0.11471
C -2.24789 1.31659 -0.99651
C -3.64031 1.44731 -1.17381
C -4.24448 2.65585 -1.60836
C -3.46345 3.68258 -2.14257
C -2.07551 3.48116 -2.18378
C -1.48311 2.38602 -1.51552
C 2.04182 -0.57075 -2.83080
C 1.26357 -0.45271 -4.21396
C 1.17793 -1.85029 -4.82364
C 2.03111 0.43411 -5.19312
C -0.10083 0.16702 -3.95619
H 5.27313 -0.16051 -2.89484
H 5.01048 -1.15253 -4.32979
H 4.20480 0.43298 -4.17335
H 1.95944 -3.63444 -2.01486
H 1.96357 -3.07390 0.45094
H 3.52587 -3.70928 -0.15317
H 5.53980 -2.39269 -0.15367
H 6.66542 -0.20335 0.26105
H 5.26651 1.84111 0.69739
H 2.82140 1.56196 1.17938
H 1.85233 -0.73763 1.25478
H -0.06470 -2.22173 -0.65008
H 0.53310 0.79542 -0.61002
H -2.15911 -0.84197 -0.31446
H -4.25867 0.57196 -0.94409
H -5.33102 2.82348 -1.53014
H -3.94699 4.60081 -2.52410
H -1.41187 4.20639 -2.68030
H -0.39267 2.39939 -1.37299
H 2.07412 0.42443 -2.34010
H 0.71656 -2.56605 -4.13159
H 0.58250 -1.81574 -5.74765
H 2.18719 -2.19765 -5.09600
H 2.17839 1.45260 -4.81202
H 2.99629 -0.00958 -5.46129
H 1.47518 0.50506 -6.14090
H -0.00023 1.13853 -3.45338
H -0.63026 0.34287 -4.90390
H -0.72762 -0.48224 -3.33688
*
```

---

Entry 3:
Molecular formula: C42H99O32P5
Method: DFT, ωB97M-V/def2-TZVPD

structure (SMILES): CCOP(=O)(OCC)OCC.CCOP(=O)(OCC)OCC.CCOP(=O)(OCC)OCC.CCOP(=O)(OCC)OCC.CCOP(=O)(OCC)OCC.COC(=O)OC.COC(=O)OC.COC(=O)OC.COC(=O)OC
relative energy (zero: lowest compared OMol25 entry of this formula, charge and spin): 51.6 kJ/mol
E: -5774.593830 Ha

Structure (ORCA input):
```
! RIJCOSX wB97M-V def2-TZVPD def2/J DEFGRID3
* xyz 0 1
C 11.61314 -15.51645 -23.73493
C 13.09876 -15.35267 -23.94641
O 13.74891 -16.43142 -23.25472
P 14.84554 -16.13349 -22.15095
O 15.38453 -14.79529 -22.06389
O 15.96615 -17.24444 -22.49331
C 17.23535 -16.88540 -23.00753
C 18.33517 -17.46365 -22.15308
O 14.29774 -16.74750 -20.76128
C 13.66816 -15.89202 -19.82397
C 12.27787 -16.39471 -19.48609
H 11.23172 -16.49229 -24.02893
H 11.46878 -15.36322 -22.65813
H 10.89516 -14.78904 -24.11921
H 13.31554 -15.36282 -25.01719
H 13.49389 -14.39556 -23.60628
H 17.46833 -17.14024 -24.04392
H 17.34829 -15.79701 -22.94471
H 18.10495 -18.53314 -22.05241
H 19.34055 -17.32415 -22.54123
H 18.27844 -17.19154 -21.09733
H 14.28728 -15.83092 -18.92835
H 13.59426 -14.86695 -20.20509
H 11.85917 -15.85053 -18.64580
H 11.61050 -16.42828 -20.34977
H 12.37469 -17.46493 -19.27608
C 20.53915 -9.55892 -18.11808
C 19.62186 -10.10801 -17.01083
O 18.55296 -9.13891 -16.86832
P 16.97978 -9.47064 -16.70920
O 16.38230 -10.82239 -16.83598
O 16.63276 -8.73497 -15.33198
C 17.03427 -9.24876 -14.07899
C 18.32229 -8.65206 -13.55038
O 16.33666 -8.39965 -17.68878
C 16.30548 -8.40447 -19.10745
C 15.66986 -9.67527 -19.73622
H 20.82946 -10.29078 -18.87537
H 20.18770 -8.69977 -18.68409
H 21.51510 -9.29086 -17.70338
H 19.11134 -11.03134 -17.29309
H 20.07148 -10.16464 -16.02030
H 16.29286 -8.90207 -13.34545
H 16.89950 -10.30959 -13.84818
H 19.20029 -8.95467 -14.12827
H 18.34305 -7.56812 -13.45901
H 18.51322 -9.05573 -12.55253
H 15.83519 -7.48051 -19.43325
H 17.35314 -8.35117 -19.42424
H 16.10586 -10.51418 -19.19614
H 14.62316 -9.59596 -19.44173
H 15.88687 -9.81121 -20.79056
C 26.24857 -15.74113 -22.59390
C 26.82118 -14.38178 -22.47149
O 25.83028 -13.46361 -22.96486
P 25.72543 -11.96215 -22.46517
O 24.86490 -11.03583 -23.23055
O 25.38404 -12.04493 -20.90832
C 24.18936 -12.65568 -20.43019
C 23.19220 -11.53928 -20.11459
O 27.24682 -11.44216 -22.48100
C 27.42635 -10.01257 -22.39010
C 28.85194 -9.65596 -22.79146
H 25.61058 -15.82345 -23.47395
H 27.06067 -16.46798 -22.50760
H 25.56867 -16.03777 -21.78782
H 27.12238 -14.22864 -21.42861
H 27.74964 -14.27155 -23.03547
H 23.69733 -13.24125 -21.21234
H 24.48926 -13.24063 -19.56221
H 23.08815 -10.95551 -21.02880
H 22.20487 -11.94432 -19.87246
H 23.45175 -10.93664 -19.24500
H 26.84472 -9.48804 -23.14836
H 27.12809 -9.66423 -21.40307
H 28.90272 -9.75589 -23.87252
H 29.01553 -8.61539 -22.50198
H 29.61190 -10.20437 -22.23556
C 16.23595 -16.64951 -17.34070
C 16.83711 -17.28033 -18.59291
O 17.81968 -18.26341 -18.25028
P 19.33499 -17.72398 -18.04872
O 20.32947 -18.77559 -18.25196
O 19.41965 -16.40465 -18.93157
C 20.58300 -15.57816 -18.91141
C 20.46418 -14.51150 -17.78541
O 19.40709 -17.06313 -16.57229
C 19.22454 -17.81241 -15.36231
C 20.09673 -19.01837 -15.15037
H 17.00013 -16.32858 -16.63724
H 15.66360 -15.73396 -17.52878
H 15.46359 -17.19031 -16.78688
H 16.14010 -17.66864 -19.34150
H 17.18123 -16.47086 -19.24596
H 21.50595 -16.15464 -18.83077
H 20.76876 -15.06536 -19.85548
H 21.15904 -14.83842 -17.01254
H 20.87040 -13.54886 -18.10810
H 19.45875 -14.30503 -17.43205
H 19.15540 -17.01446 -14.61774
H 18.17649 -18.14907 -15.32230
H 21.15162 -18.75461 -15.09181
H 19.79462 -19.57179 -14.26081
H 19.91909 -19.71494 -15.96953
C 22.21051 -11.95084 -25.28356
C 22.10168 -10.95807 -26.46354
O 22.70803 -11.61929 -27.60530
P 23.55718 -10.81654 -28.68064
O 24.49158 -11.61114 -29.49523
O 24.29583 -9.61759 -27.89803
C 25.30426 -10.01831 -26.96974
C 26.06987 -8.81997 -26.45319
O 22.46673 -9.97953 -29.50048
C 22.58100 -9.86922 -30.92935
C 21.33025 -10.17438 -31.70190
H 23.01639 -11.48436 -24.70762
H 21.33159 -12.07208 -24.65773
H 22.65248 -12.91477 -25.52780
H 21.05597 -10.70261 -26.65208
H 22.53897 -9.96806 -26.33977
H 24.94232 -10.73038 -26.22406
H 26.06797 -10.63862 -27.46442
H 26.58148 -9.10186 -25.53029
H 26.76164 -8.29068 -27.09781
H 25.24116 -8.18844 -26.10640
H 22.94074 -8.83916 -31.04727
H 23.45286 -10.38829 -31.33124
H 21.58373 -10.34491 -32.74875
H 20.82274 -11.07610 -31.34736
H 20.50919 -9.45425 -31.69707
C 17.17743 -12.15551 -23.79514
O 18.14749 -11.17922 -24.20335
C 17.81982 -10.16319 -24.99139
O 18.65792 -9.36015 -25.30142
O 16.56509 -10.20359 -25.40336
C 16.20638 -9.17312 -26.32964
H 16.70972 -12.44509 -24.73542
H 16.45216 -11.77140 -23.07683
H 17.66879 -12.98954 -23.30729
H 15.13829 -9.28364 -26.48859
H 16.72208 -9.20850 -27.28858
H 16.43623 -8.18373 -25.93673
C 20.56712 -13.40628 -22.10764
O 19.27634 -13.84628 -21.77385
C 18.67396 -13.28594 -20.71587
O 19.01980 -12.33285 -20.07577
O 17.52539 -13.92211 -20.50311
C 16.82531 -13.63528 -19.31095
H 21.09119 -13.90897 -22.91967
H 21.29756 -13.35401 -21.29850
H 20.48059 -12.38253 -22.48882
H 17.44933 -13.44519 -18.43486
H 16.18251 -14.45129 -18.99363
H 16.23165 -12.74157 -19.49608
C 12.30839 -16.52264 -15.96701
O 13.06068 -15.44652 -16.52846
C 12.74022 -14.17125 -16.28056
O 11.83523 -13.80177 -15.57409
O 13.59662 -13.43747 -16.95822
C 13.32156 -12.05412 -17.14552
H 11.23934 -16.55292 -16.17356
H 12.34082 -16.45975 -14.87607
H 12.83190 -17.42131 -16.27439
H 14.13483 -11.57868 -17.68928
H 13.19480 -11.56831 -16.18156
H 12.47585 -11.95174 -17.82934
C 13.61806 -13.69496 -12.92267
O 14.90991 -13.79645 -12.36949
C 16.01438 -13.52458 -13.05585
O 17.06018 -13.49637 -12.47867
O 15.73158 -13.38360 -14.36645
C 16.81071 -13.69957 -15.24929
H 13.28064 -14.62847 -13.39480
H 13.47930 -13.01493 -13.76234
H 12.88477 -13.53721 -12.13667
H 17.74786 -13.21438 -14.97373
H 16.57008 -13.35278 -16.25159
H 16.93658 -14.78073 -15.23014
*
```

---

Entry 4:
Molecular formula: C15H23BBrO10P
Method: DFT, ωB97M-V/def2-TZVPD

structure (SMILES): C#CC[C@@](C#C)(CC(=O)Br)OC(=O)OB(O)O.CCOP(=O)(OCC)OCC
E: -4277.867122 Ha

Structure (ORCA input):
```
! RIJCOSX wB97M-V def2-TZVPD def2/J DEFGRID3
* xyz 0 1
C 3.21730 2.73981 -1.56983
C 2.65918 1.68401 -1.27976
C 2.47675 0.11921 -1.10853
C 1.98424 -0.61433 -2.43339
C 1.11287 -1.84549 -1.93319
C 0.60669 -2.86079 -1.46345
C 0.95416 0.33497 -3.22186
C 1.58090 1.14864 -4.42800
O 1.66832 2.35471 -4.31574
Br 2.18257 0.34512 -6.13258
O 3.02306 -1.18175 -3.25738
C 4.23410 -0.49547 -3.16951
O 4.56660 0.47636 -3.81425
O 5.16144 -1.04085 -2.25030
B 6.51043 -0.72154 -2.62932
O 7.15954 0.52014 -2.43276
O 7.27269 -1.79555 -3.21596
H 3.72568 3.67317 -1.94030
H 3.36739 -0.36421 -0.60224
H 1.61864 0.01946 -0.35885
H 0.17354 -3.59980 -0.74568
H 0.18398 -0.37331 -3.68638
H 0.34517 1.00232 -2.52792
H 7.29262 0.91686 -3.31790
H 7.88219 -2.14487 -2.53304
C -4.45130 1.60973 0.11507
C -3.15594 1.77823 0.88810
O -3.11866 0.93172 2.03207
P -2.78836 -0.68029 1.81313
O -1.41828 -0.46427 1.18243
O -2.19262 -1.05466 3.31615
C -0.99048 -1.81140 3.44070
C 0.16187 -0.89458 3.80907
O -4.32399 -1.04512 2.42401
C -4.80743 -0.48513 3.64863
C -5.84363 0.59036 3.38285
H -4.61485 0.56434 -0.16149
H -4.43581 2.21561 -0.79366
H -5.30508 1.92252 0.71896
H -2.29904 1.59003 0.23720
H -3.07057 2.80806 1.24273
H -0.77909 -2.37016 2.52640
H -1.14291 -2.54393 4.23766
H 0.24344 -0.05142 3.12236
H 1.10892 -1.43917 3.80921
H 0.00220 -0.47208 4.80566
H -4.01182 -0.08913 4.27847
H -5.27898 -1.30541 4.19589
H -5.36486 1.52407 3.08308
H -6.42076 0.79975 4.28670
H -6.52317 0.29890 2.57927
*
```

---

Entry 5:
Molecular formula: H11NO4
Method: DFT, ωB97M-V/def2-TZVPD

structure (SMILES): N.O.O.O.O
relative energy (zero: lowest compared OMol25 entry of this formula, charge and spin): 212.9 kJ/mol
E: -362.256889 Ha

Structure (ORCA input):
```
! RIJCOSX wB97M-V def2-TZVPD def2/J DEFGRID3
* xyz 0 1
N 1.47102 1.61057 -0.58410
H 2.11209 2.42581 -1.03432
H 0.90405 1.93145 0.20850
H 0.94965 1.42444 -1.30376
O 0.12812 -1.42869 -0.87786
H 0.68571 -0.66810 -1.02409
H 0.62043 -2.20332 -0.86163
O -0.40454 -1.91238 2.45602
H 0.05935 -2.28503 1.64601
H 0.28170 -1.43039 2.78886
O -1.27170 0.67593 1.59459
H -1.55426 0.16593 2.39003
H -1.13353 0.02996 0.80204
O -0.51612 0.65255 -2.13295
H -0.97246 -0.16635 -2.11654
H -1.35950 1.17760 -1.95078
*
```

---

Entry 6:
Molecular formula: C4H6O2
Method: DFT, ωB97M-V/def2-TZVPD

structure (SMILES): O=C1CCOC1
relative energy (zero: lowest compared OMol25 entry of this formula, charge and spin): 212.1 kJ/mol
E: -306.425524 Ha

Structure (ORCA input):
```
! RIJCOSX wB97M-V def2-TZVPD def2/J DEFGRID3
* xyz 0 1
O 0.83107 2.19010 0.19860
C 0.55476 1.03150 0.09209
C -1.09752 0.49742 -0.01534
C -0.97828 -0.97649 -0.13968
O 0.71463 -1.37868 -0.18969
C 1.53564 -0.28576 -0.01019
H -1.49808 1.02264 -0.89716
H -1.57417 0.84999 0.91209
H -1.27567 -1.57027 0.72809
H -1.26468 -1.41643 -1.09310
H 2.21464 -0.07669 -0.86938
H 2.14418 -0.30302 0.92554
*
```

---

Ordered M results: 138.210 602.816 1271.092 485.029 89.091 86.090; unit g mol⁻¹.